Density functional theory data (wB97M-V/def2-TZVPD) for C34H54CdN4P2Si2 as an isolated structure at a distorted geometry.

```
97
Properties=species:S:1:pos:R:3:forces:R:3
Cd 2.61841 -0.30451 -1.17081 -1.27 -1.15 0.29
C 6.54495 -0.80244 1.57857 -0.07 -0.33 0.39
C 5.88824 -0.25479 2.60521 1.04 -0.67 0.04
C 6.20243 1.09184 3.14820 0.07 1.38 0.17
C 6.46468 2.27153 2.09686 0.66 -0.05 0.46
C 5.65306 2.15603 0.83093 -0.88 0.22 -0.51
C 5.78356 1.26163 -0.17090 1.37 1.06 0.96
C 7.11052 0.56641 -0.42962 -0.19 -0.81 -0.09
C 7.66790 -0.16947 0.84338 0.29 0.74 -0.98
C 0.43970 0.47369 -2.16712 -0.39 -0.94 -0.55
H 6.29472 -1.78057 1.19206 -0.23 -0.10 0.30
H 5.25400 -0.87069 3.24186 0.07 0.38 -0.63
H 7.06657 1.01633 3.84960 -0.40 0.21 -0.46
H 5.35756 1.42379 3.77352 0.18 -0.13 -0.09
H 6.23456 3.22977 2.60827 0.05 -0.55 -0.30
H 7.54254 2.31244 1.88956 -0.26 0.04 -0.01
H 4.81570 2.87717 0.77753 0.36 -0.84 0.09
H 4.96824 1.03691 -0.84468 0.16 0.58 -0.27
H 7.86813 1.26495 -0.86363 -0.60 -0.37 0.45
H 6.92591 -0.19595 -1.20864 0.19 0.21 0.26
H 8.38684 -0.93487 0.48866 -0.29 0.37 0.39
H 8.19344 0.55477 1.47848 0.03 -0.41 -0.22
H -0.01651 -0.55470 -2.16402 0.29 0.94 -0.89
H 0.53496 0.99648 -3.20328 -0.31 -1.17 1.72
H -0.27639 1.00260 -1.49422 0.91 0.12 -0.34
P 1.71835 2.03783 0.32098 0.44 0.78 -1.16
P 1.15960 -0.60948 2.49242 0.68 -0.68 -0.85
N 2.75897 2.78515 -0.98688 -0.14 -0.96 0.18
N 0.72822 3.47795 0.50529 -0.57 0.56 0.26
N 2.41703 -1.79101 1.85803 0.70 0.12 0.35
N 0.78387 -1.38099 3.99872 -0.87 -0.49 0.83
C 2.73927 1.86087 1.87751 0.05 0.55 0.18
C 2.09502 0.95437 2.96627 0.20 -0.14 0.54
C 3.12628 2.07474 -2.14855 -0.17 0.51 -0.86
C 3.95662 2.84966 -2.91507 0.13 -0.16 0.65
C 4.19514 4.05547 -2.18784 -0.61 0.13 0.63
C 3.40593 4.01835 -1.03634 0.36 -0.42 -0.59
C -0.22957 3.90500 -0.44624 0.07 0.30 1.24
C -0.95527 4.95300 0.09909 0.95 -0.80 0.30
C -0.43912 5.19613 1.41468 0.75 -0.96 -0.21
C 0.58667 4.28755 1.63468 -0.72 0.09 -0.79
C 2.61629 -2.42879 0.58544 -0.03 -0.83 1.00
C 3.82501 -3.18057 0.67294 -0.89 0.72 -0.07
C 4.35992 -2.99551 1.96128 -0.67 0.63 0.53
C 3.49878 -2.12341 2.64046 0.35 -0.80 -0.63
C 1.48177 -1.85557 5.12999 -0.78 -0.52 0.32
C 0.61040 -2.57459 5.94713 0.18 0.90 -1.00
C -0.69763 -2.49864 5.34614 0.51 0.34 -0.73
C -0.57172 -1.81139 4.15142 0.74 -0.24 0.84
H 2.99489 2.85625 2.30841 -0.10 -0.67 -0.03
H 3.71062 1.39314 1.63072 -0.66 0.20 -0.43
H 2.91373 0.67622 3.65157 -0.31 0.25 0.02
H 1.34577 1.55170 3.52998 0.25 -0.57 -0.15
H 2.67817 1.12121 -2.51113 0.22 1.99 0.18
H 4.33820 2.53081 -3.88529 0.00 0.30 0.40
H 4.89113 4.83901 -2.47159 -0.40 0.00 0.08
H 3.18438 4.76316 -0.26803 0.35 -0.33 -0.32
H -0.31932 3.42836 -1.40534 0.11 -0.12 -0.06
H -1.77041 5.48349 -0.36258 0.05 -0.03 -0.14
H -0.77859 5.92685 2.12644 -0.02 0.10 0.01
H 1.22567 4.11120 2.48014 -0.05 0.16 0.17
H 1.72268 -2.72903 0.01386 0.75 0.73 0.15
H 4.35251 -3.73807 -0.11710 -0.84 0.24 0.39
H 5.29311 -3.43060 2.33037 -0.51 0.33 -0.05
H 3.60712 -1.67823 3.61940 -0.07 -0.26 -0.25
H 2.54153 -1.67439 5.28554 -0.43 0.00 -0.14
H 0.85156 -3.12172 6.85994 0.05 0.44 -0.36
H -1.61990 -2.90001 5.76820 0.38 0.08 -0.34
H -1.30941 -1.61986 3.37576 0.33 0.09 0.23
C -3.88715 -1.16912 1.65433 0.26 0.36 -0.29
Si -2.58393 -0.11441 0.75574 -0.34 -0.07 0.56
C -3.47667 0.74574 -0.65991 -0.03 0.27 0.03
C -2.02746 1.13833 2.06539 -0.06 0.09 -0.28
C -1.24438 -1.23422 0.18609 0.93 -0.46 0.51
Si -1.57853 -2.63478 -0.94718 -0.82 -0.36 -0.35
C -2.90998 -2.19515 -2.23378 0.45 -0.13 0.05
C -0.06824 -3.37725 -1.82217 -0.13 0.02 0.03
C -2.43896 -4.01930 0.03720 0.40 0.02 -0.07
H -4.64202 -0.43319 1.93995 -0.22 -0.18 0.17
H -3.49331 -1.64969 2.55415 -0.09 0.02 -0.08
H -4.34070 -1.92306 1.00904 -0.05 0.10 0.10
H -4.19560 1.45354 -0.21488 0.17 -0.14 -0.18
H -2.78569 1.31987 -1.29573 -0.19 -0.16 0.15
H -4.03949 0.04894 -1.29925 0.23 0.23 0.28
H -1.60189 0.67727 2.96888 -0.10 0.05 -0.29
H -1.28953 1.82466 1.63212 -0.04 0.04 0.16
H -2.89856 1.73534 2.37885 0.24 -0.11 -0.09
H -0.33256 -1.35953 0.82506 -1.02 0.31 -0.77
H -2.70825 -1.22755 -2.70977 -0.11 -0.25 -0.02
H -2.87208 -2.99171 -2.99418 -0.19 0.29 0.09
H -3.91330 -2.18288 -1.77668 0.36 -0.01 -0.20
H 0.65701 -3.77650 -1.09956 -0.23 -0.05 -0.26
H -0.43150 -4.21880 -2.43374 0.17 0.19 0.15
H 0.45344 -2.67266 -2.48778 -0.19 -0.18 0.22
H -1.82681 -4.42669 0.85848 -0.24 0.07 -0.28
H -3.41207 -3.69564 0.43688 0.40 -0.15 -0.17
H -2.60641 -4.80173 -0.71638 -0.08 -0.08 0.31
```
Forces are in eV/Å.

The value obtained for the energy above the lowest of the compared OMol25 structures with the same formula, charge and spin is 0.0 kJ/mol. The largest force on an atom is 2.10 eV Å⁻¹. The HOMO energy (spin up / spin down) comes out at -0.2609 / -0.2179 hartree. The frontier orbital gap (spin up / spin down) comes out at 6.46 / 5.52 eV. The value obtained for the LUMO energy (spin up / spin down) is -0.0235 / -0.0151 Eh.